1.
The following is a DFT calculation (ωB97M-V with the def2-TZVPD basis set) of 7 unconnected molecules or ions with the total composition C22H50Cl10N2 in a non-equilibrium geometry.

Computed properties:
largest force on an atom = 3.2 eV/A
ΔE to the lowest compared entry with this formula, charge and spin = 0.0 kJ/mol
E_HOMO = -8.3 eV
calculated total energy = -5579.5965 Ha
multiplicity = 1
LUMO energy = 0.0167 hartree

Last column: Löwdin charge in e.
Atoms and positions in Å:
C1 -5.8442 1.1382 -1.0032  -0.075
C2 -4.6148 1.7521 -1.6896  -0.248
N1 -4.5488 1.7526 -3.1779  -0.180
C3 -5.3821 2.7900 -3.8421  -0.266
C4 -4.8259 3.2766 -5.1865  -0.088
C5 -4.7912 0.5256 -3.9319  -0.248
C6 -3.8645 -0.6845 -3.6365  -0.066
H1 -5.6619 1.4444 0.0466  0.083
H2 -5.8606 0.0660 -1.1494  0.066
H3 -6.6771 1.6239 -1.4062  0.047
H4 -4.4885 2.7877 -1.2983  0.110
H5 -3.7517 1.1783 -1.2939  0.081
H6 -6.3773 2.4269 -4.0396  0.098
H7 -5.4833 3.5651 -3.0927  0.104
H8 -5.0641 4.3196 -5.3659  0.063
H9 -3.7410 3.2183 -5.1539  0.073
H10 -5.2903 2.6508 -5.9935  0.080
H11 -4.7334 0.8056 -4.9893  0.107
H12 -5.7660 0.2302 -3.7311  0.083
H13 -4.0649 -1.5330 -4.2703  0.060
H14 -4.0086 -1.0696 -2.6116  0.063
H15 -2.8308 -0.4720 -3.8742  0.063
C7 5.2463 1.6183 0.1695  -0.094
C8 5.0720 0.2086 -0.3163  -0.283
N2 5.9561 -0.7088 0.3891  -0.180
C9 7.3020 -0.4931 -0.1030  -0.299
C10 8.4345 -0.9577 0.7961  -0.082
C11 5.5701 -2.0818 0.1911  -0.283
C12 4.5578 -2.5608 1.2044  -0.086
H16 4.9301 1.6829 1.1871  0.068
H17 4.6402 2.3342 -0.4144  0.069
H18 6.2573 2.0171 0.1047  0.064
H19 4.0664 -0.2181 -0.1732  0.094
H20 5.3112 0.1636 -1.4440  0.139
H21 7.5118 -0.8430 -1.1522  0.129
H22 7.4320 0.5569 -0.2894  0.081
H23 8.4366 -0.3173 1.6725  0.067
H24 8.3611 -1.9466 1.0922  0.030
H25 9.4806 -0.7486 0.3484  0.106
H26 6.3807 -2.7607 0.2582  0.101
H27 5.1555 -2.1956 -0.7668  0.099
H28 4.9012 -2.2883 2.2020  0.065
H29 4.4472 -3.6412 1.1684  0.067
H30 3.5189 -2.1333 1.0408  0.082
Cl1 0.4374 3.5273 -3.6063  0.553
C13 -0.0662 3.2862 -1.9388  -0.673
C14 0.2363 1.8957 -1.4580  -0.668
Cl2 1.8640 1.2452 -1.8513  0.551
H31 -1.1588 3.5052 -1.9887  0.078
H32 0.4997 3.9792 -1.3460  0.062
H33 -0.4622 1.1752 -1.9461  0.070
H34 0.1648 1.8295 -0.3861  0.038
Cl3 -2.1735 3.2056 1.3233  0.535
C15 -1.4870 2.8003 2.9481  -0.655
C16 -0.8692 3.9978 3.6265  -0.660
Cl4 0.4297 4.8130 2.6942  0.528
H35 -0.6929 2.0683 2.8051  0.027
H36 -2.3386 2.4171 3.5649  0.090
H37 -0.3927 3.6299 4.5281  0.054
H38 -1.6362 4.7529 3.8694  0.080
Cl5 -3.5605 -5.3410 -0.8554  0.518
C17 -2.3153 -5.9297 0.3238  -0.680
C18 -1.0183 -6.1292 -0.3160  -0.701
Cl6 0.0369 -6.7198 0.9838  0.568
H39 -2.5972 -6.8838 0.7131  0.061
H40 -2.1891 -5.0985 1.0186  0.043
H41 -0.4907 -5.2449 -0.7103  0.061
H42 -0.9110 -6.8382 -1.1368  0.075
Cl7 0.0949 0.4625 5.0822  0.559
C19 0.3044 -1.0345 6.0157  -0.660
C20 1.7694 -1.2052 6.3429  -0.617
Cl8 2.7570 -1.6130 4.8400  0.498
H43 -0.1331 -1.8659 5.4455  0.074
H44 -0.3747 -0.8799 6.9002  0.088
H45 1.8728 -2.0469 7.0240  0.069
H46 2.0966 -0.3096 6.8433  0.062
Cl9 -0.4274 -2.6725 1.1016  0.587
C21 -1.3569 -1.5513 0.0675  -0.640
C22 -1.8114 -0.3000 0.7831  -0.669
Cl10 -3.1860 -0.5936 1.8995  0.535
H47 -2.2040 -2.0721 -0.3877  0.070
H48 -0.8153 -1.1976 -0.7410  0.038
H49 -2.1658 0.4263 0.0104  0.045
H50 -1.0288 0.0306 1.4396  0.037

---

2.
The following is a DFT calculation (ωB97M-V with the def2-TZVPD basis set) of 3 unconnected molecules or ions with the total composition C22H50INO12P2S in a non-equilibrium geometry.

Computed properties:
largest force on an atom = 8.5 eV/A
E_HOMO = -9.1 eV
calculated total energy = -3204.3758 Ha
multiplicity = 1
LUMO energy = -0.0363 hartree

Last column: Löwdin charge in e.
Atoms and positions in Å:
C1 -0.6532 1.2711 0.2680  -0.099
C2 -0.3392 0.6728 1.7047  -0.249
C3 -0.6788 -0.8678 1.7644  -0.201
C4 0.0487 -1.6753 2.9069  -0.361
O1 1.4490 -1.7755 2.5126  -0.165
S1 2.3174 -0.8519 3.5964  0.752
O2 3.1396 0.1850 2.9313  -0.268
O3 3.2376 -1.5859 4.5127  -0.276
O4 1.0575 -0.2233 4.4801  -0.232
C5 -0.0315 -1.1903 4.4168  -0.736
I1 -2.0399 -0.3717 4.7401  1.047
C6 0.2076 -2.5165 5.2404  -0.195
C7 -0.0432 -2.4008 6.7965  -0.215
C8 0.3772 -1.0178 7.4356  -0.220
C9 1.9462 -0.9711 7.7713  -0.186
C10 2.6247 0.4016 7.3780  -0.275
N1 4.0945 0.1723 7.2096  -0.020
H1 -1.2159 2.2450 0.3307  0.076
H2 0.2633 1.4256 -0.3623  0.071
H3 -1.3162 0.5481 -0.2911  0.070
H4 0.7614 0.8200 1.8916  0.094
H5 -0.9628 1.2311 2.4519  0.066
H6 -0.3662 -1.3532 0.7903  0.123
H7 -1.8019 -0.9562 1.7820  0.098
H8 -0.3426 -2.7214 2.7399  0.157
H9 -0.5467 -3.2613 4.8464  0.121
H10 1.2116 -2.9922 5.0462  0.125
H11 0.6131 -3.1820 7.2849  0.117
H12 -1.0997 -2.6122 7.1095  0.098
H13 0.0295 -0.1130 6.8760  0.057
H14 -0.1357 -0.9702 8.4436  0.109
H15 2.4712 -1.8391 7.2914  0.100
H16 2.0577 -1.0914 8.8893  0.108
H17 2.1695 0.8494 6.4519  0.097
H18 2.4899 1.0891 8.2633  0.116
H19 4.3398 0.1171 6.2206  0.047
H20 4.5457 1.0217 7.5638  0.057
C11 3.0123 3.0596 -5.9209  -0.082
C12 1.8620 4.0331 -6.0951  -0.300
O5 1.1409 4.2012 -4.8840  -0.217
P1 1.7310 5.2115 -3.7059  0.676
O6 1.8109 6.5082 -4.5062  -0.240
O7 0.3211 5.5089 -2.9004  -0.224
C13 -0.1561 6.8354 -2.7064  -0.302
C14 -1.1977 7.1760 -3.7539  -0.078
O8 1.9038 3.8790 -2.6470  -0.196
C15 3.2195 3.4700 -2.2778  -0.302
C16 4.1703 4.6285 -2.0522  -0.091
H21 3.7873 3.4907 -5.2789  0.063
H22 3.4674 2.8234 -6.8852  0.078
H23 2.6704 2.1347 -5.4533  0.082
H24 2.2227 4.9925 -6.4749  0.106
H25 1.1587 3.6363 -6.8309  0.119
H26 0.6627 7.5566 -2.7046  0.102
H27 -0.6152 6.8737 -1.7148  0.114
H28 -0.8029 7.0597 -4.7649  0.073
H29 -1.5517 8.2021 -3.6334  0.075
H30 -2.0524 6.4998 -3.6727  0.077
H31 3.6133 2.7862 -3.0350  0.101
H32 3.1245 2.8993 -1.3505  0.119
H33 4.3837 5.1505 -2.9938  0.070
H34 5.1190 4.2741 -1.6457  0.085
H35 3.7390 5.3577 -1.3622  0.087
C17 -3.7114 -6.8439 -1.8666  -0.082
C18 -4.5803 -5.8106 -2.5583  -0.299
O9 -4.2097 -4.4920 -2.1852  -0.216
P2 -2.8966 -3.7706 -2.9006  0.676
O10 -3.3338 -3.8481 -4.3604  -0.237
O11 -3.2875 -2.1931 -2.6119  -0.226
C19 -3.4021 -1.2507 -3.6733  -0.299
C20 -4.8560 -1.0786 -4.0664  -0.076
O12 -2.1012 -3.7139 -1.3865  -0.199
C21 -0.9454 -4.5283 -1.2042  -0.305
C22 -0.0562 -4.6005 -2.4295  -0.089
H36 -2.6864 -6.8029 -2.2494  0.063
H37 -4.0957 -7.8510 -2.0417  0.079
H38 -3.6720 -6.6606 -0.7915  0.082
H39 -4.5419 -5.9382 -3.6433  0.107
H40 -5.6201 -5.9467 -2.2521  0.119
H41 -2.7859 -1.5362 -4.5272  0.103
H42 -3.0123 -0.2978 -3.3050  0.114
H43 -5.3092 -2.0293 -4.3537  0.073
H44 -4.9550 -0.3791 -4.8991  0.077
H45 -5.4351 -0.6994 -3.2208  0.077
H46 -1.2542 -5.5289 -0.8886  0.101
H47 -0.3775 -4.0924 -0.3776  0.112
H48 -0.5528 -5.1438 -3.2434  0.071
H49 0.8741 -5.1226 -2.1998  0.086
H50 0.1803 -3.5996 -2.7987  0.088